1.
Entry from the Open Molecules 2025 dataset: a structure of composition C38H40LiN2O5P2S in a non-equilibrium geometry (the ωB97M-V functional and the def2-TZVPD basis).

- orbital gap (eV) = 7.201
- calculated total energy (eV) = -82896.0220
- net charge = -1
- energy above the lowest of the compared OMol25 structures with the same formula, charge and spin (kJ/mol) = 95.2
- LUMO energy (eV) = 2.440
- highest occupied orbital energy (eV) = -4.76

Element x y z (Å)
Li: -0.802 -0.475 0.661
O: -0.138 -3.740 -0.397
C: -0.010 -2.719 0.255
O: 0.249 -1.562 -0.221
C: -0.149 -2.816 1.797
C: 0.688 -1.748 2.498
C: 0.765 -2.071 4.004
C: -0.610 -1.571 4.481
C: -1.249 -1.188 3.136
O: -0.158 -0.612 2.443
C: -1.557 -2.473 2.343
C: -2.640 -2.174 1.291
O: -3.651 -2.861 1.252
O: -2.423 -1.138 0.591
H: 0.144 -3.835 2.066
H: 1.646 -1.547 2.020
H: 1.577 -1.534 4.498
H: 0.910 -3.139 4.168
H: -0.514 -0.692 5.122
H: -1.183 -2.324 5.019
H: -2.071 -0.476 3.189
H: -1.942 -3.269 2.985
C: 0.682 1.629 -0.715
C: 1.500 0.589 -1.464
P: 2.280 -0.427 -0.123
C: 2.822 -1.961 -0.978
C: 2.591 -2.274 -2.310
C: 2.928 -3.523 -2.802
C: 3.530 -4.462 -1.983
C: 3.793 -4.148 -0.662
C: 3.427 -2.913 -0.165
C: 4.003 0.303 -0.208
C: 4.716 0.532 -1.378
C: 6.026 0.966 -1.335
C: 6.661 1.147 -0.116
C: 5.968 0.908 1.058
C: 4.650 0.498 1.006
P: 1.603 2.102 0.814
C: 2.306 3.709 0.264
C: 2.584 4.634 1.267
C: 2.978 5.919 0.956
C: 3.124 6.295 -0.370
C: 2.938 5.357 -1.370
C: 2.550 4.067 -1.056
C: 0.212 2.855 1.754
C: -0.604 3.832 1.194
C: -1.645 4.372 1.923
C: -1.864 3.965 3.231
C: -1.038 3.013 3.804
C: -0.010 2.455 3.064
H: -0.245 1.160 -0.363
H: 0.419 2.504 -1.318
H: 2.262 1.054 -2.097
H: 0.857 -0.052 -2.062
H: 2.127 -1.553 -2.965
H: 2.706 -3.773 -3.830
H: 3.795 -5.434 -2.375
H: 4.265 -4.875 -0.017
H: 3.607 -2.678 0.878
H: 4.245 0.363 -2.337
H: 6.564 1.150 -2.255
H: 7.690 1.476 -0.086
H: 6.465 1.034 2.011
H: 4.093 0.325 1.919
H: 2.456 4.332 2.296
H: 3.155 6.636 1.745
H: 3.384 7.313 -0.622
H: 3.078 5.641 -2.404
H: 2.428 3.344 -1.849
H: -0.416 4.177 0.188
H: -2.289 5.111 1.467
H: -2.677 4.395 3.802
H: -1.194 2.701 4.831
H: 0.634 1.711 3.508
S: -2.919 2.016 -0.011
C: -3.653 1.140 -1.226
N: -3.795 1.732 -2.447
C: -4.022 0.899 -3.605
C: -5.180 -0.032 -3.261
C: -4.789 -0.873 -2.049
N: -4.188 -0.058 -1.018
H: -3.285 2.595 -2.551
H: -3.129 0.305 -3.851
H: -4.262 1.544 -4.454
H: -5.411 -0.677 -4.108
H: -6.058 0.573 -3.026
H: -4.093 -1.666 -2.346
H: -5.675 -1.351 -1.621
H: -3.739 -0.584 -0.238

---

2.
Entry from the Open Molecules 2025 dataset: a cluster of 10 separate species, C48H92O12S4 in total in a non-equilibrium geometry (the ωB97M-V functional and the def2-TZVPD basis).

- orbital gap (eV) = 9.563
- calculated total energy (eV) = -119177.5831
- net charge = 0
- LUMO energy (eV) = 0.081
- highest occupied orbital energy (eV) = -9.48

Element x y z (Å)
O: 3.421 -0.931 2.988
S: 2.788 0.272 3.474
O: 2.164 1.138 2.507
O: 1.714 -0.144 4.591
C: 0.776 -1.172 4.207
C: -0.242 -1.388 5.293
C: 3.962 1.157 4.524
H: 1.350 -2.074 3.984
H: 0.297 -0.889 3.264
H: 0.204 -1.950 6.116
H: -1.015 -2.084 4.960
H: -0.720 -0.466 5.615
H: 4.736 1.561 3.883
H: 4.311 0.439 5.265
H: 3.461 1.910 5.131
O: 0.703 0.504 -2.189
S: -0.150 0.206 -1.068
O: -1.588 0.098 -1.180
O: 0.432 -1.126 -0.351
C: 1.843 -1.254 -0.188
C: 2.119 -2.434 0.700
C: 0.168 1.462 0.191
H: 2.360 -0.332 0.101
H: 2.282 -1.390 -1.183
H: 3.178 -2.597 0.882
H: 1.746 -3.332 0.199
H: 1.551 -2.343 1.624
H: 1.243 1.570 0.296
H: -0.296 1.143 1.120
H: -0.293 2.370 -0.195
O: -7.286 1.279 -0.140
S: -6.138 1.732 -0.859
O: -6.110 2.918 -1.680
O: -4.952 1.925 0.250
C: -3.649 2.363 -0.189
C: -3.562 3.859 -0.055
C: -5.397 0.333 -1.825
H: -3.409 2.015 -1.194
H: -2.923 1.907 0.484
H: -4.412 4.432 -0.418
H: -2.618 4.205 -0.480
H: -3.585 4.089 1.017
H: -4.544 0.720 -2.379
H: -6.109 0.015 -2.581
H: -5.068 -0.434 -1.131
O: -0.881 3.300 -2.320
S: -1.331 3.234 -3.692
O: -2.448 3.977 -4.165
O: -0.009 3.533 -4.606
C: 1.221 2.911 -4.215
C: 2.386 3.838 -4.513
C: -1.580 1.528 -4.185
H: 1.259 1.969 -4.773
H: 1.280 2.628 -3.164
H: 2.119 4.580 -5.267
H: 3.226 3.297 -4.949
H: 2.683 4.361 -3.606
H: -1.752 1.463 -5.257
H: -2.454 1.113 -3.683
H: -0.734 0.919 -3.877
C: -4.705 -2.209 -3.726
C: -5.475 -3.044 -2.935
C: -4.964 -3.498 -1.724
C: -3.642 -3.278 -1.364
C: -2.867 -2.457 -2.175
C: -3.384 -1.953 -3.366
H: -5.064 -1.879 -4.694
H: -6.529 -3.198 -3.127
H: -5.663 -4.060 -1.114
H: -3.269 -3.692 -0.437
H: -1.838 -2.345 -1.863
H: -2.736 -1.397 -4.033
C: 2.700 -8.468 2.344
C: 2.539 -8.519 0.955
C: 2.651 -7.381 0.173
C: 2.976 -6.181 0.793
C: 3.172 -6.107 2.172
C: 3.080 -7.268 2.925
H: 2.491 -9.317 2.980
H: 2.274 -9.465 0.499
H: 2.466 -7.374 -0.892
H: 3.054 -5.250 0.245
H: 3.388 -5.169 2.666
H: 3.223 -7.221 3.999
C: 0.244 -4.200 -2.847
C: 1.345 -5.025 -2.551
C: 2.627 -4.519 -2.729
C: 2.814 -3.239 -3.238
C: 1.727 -2.430 -3.497
C: 0.447 -2.948 -3.357
H: -0.738 -4.581 -2.592
H: 1.230 -6.057 -2.249
H: 3.475 -5.175 -2.566
H: 3.808 -2.887 -3.481
H: 1.897 -1.440 -3.901
H: -0.432 -2.357 -3.590
C: 2.596 6.232 -1.217
C: 1.118 6.223 -1.595
C: 0.156 5.884 -0.436
C: 0.054 6.980 0.626
C: -1.012 6.663 1.661
C: -1.332 7.754 2.686
H: 3.261 6.440 -2.055
H: 2.783 5.238 -0.803
H: 2.857 6.971 -0.456
H: 0.785 7.112 -2.139
H: 0.980 5.450 -2.358
H: 0.461 4.918 -0.022
H: -0.848 5.749 -0.846
H: 1.051 7.028 1.080
H: -0.071 7.960 0.158
H: -1.964 6.370 1.210
H: -0.714 5.735 2.161
H: -1.698 7.325 3.624
H: -0.533 8.432 2.986
H: -2.184 8.347 2.345
C: 6.506 -3.089 -1.555
C: 6.212 -1.651 -1.170
C: 5.727 -0.716 -2.294
C: 5.730 0.758 -1.961
C: 4.532 1.197 -1.135
C: 4.456 2.686 -0.840
H: 7.034 -3.130 -2.514
H: 5.632 -3.726 -1.708
H: 7.144 -3.588 -0.826
H: 5.480 -1.621 -0.352
H: 7.090 -1.208 -0.690
H: 4.776 -1.031 -2.726
H: 6.473 -0.877 -3.082
H: 6.675 1.109 -1.538
H: 5.644 1.314 -2.905
H: 3.632 0.834 -1.647
H: 4.529 0.606 -0.210
H: 3.562 2.890 -0.249
H: 5.264 3.001 -0.171
H: 4.580 3.289 -1.740
C: -4.165 -1.257 1.379
C: -3.272 -1.592 2.577
C: -4.042 -1.818 3.884
C: -4.738 -0.602 4.473
C: -5.245 -0.867 5.909
C: -6.566 -1.674 5.951
H: -4.684 -0.324 1.602
H: -4.843 -2.058 1.081
H: -3.525 -1.084 0.509
H: -2.725 -2.515 2.346
H: -2.474 -0.844 2.621
H: -3.253 -2.099 4.591
H: -4.750 -2.640 3.779
H: -4.095 0.270 4.624
H: -5.580 -0.272 3.859
H: -4.463 -1.387 6.466
H: -5.418 0.105 6.374
H: -7.257 -1.157 5.287
H: -6.386 -2.697 5.623
H: -6.992 -1.695 6.953

---

3.
Entry from the Open Molecules 2025 dataset: a cluster of 2 separate species, H4O2 in total in a non-equilibrium geometry (the ωB97M-V functional and the def2-TZVPD basis).

- orbital gap (eV) = 11.823
- calculated total energy (eV) = -4159.5356
- net charge = 0
- energy above the lowest of the compared OMol25 structures with the same formula, charge and spin (kJ/mol) = 38.9
- LUMO energy (eV) = 0.603
- highest occupied orbital energy (eV) = -11.22

Element x y z (Å)
H: -0.464 -1.452 0.053
H: 0.653 -0.867 -0.870
H: 0.884 0.625 0.530
H: 0.312 2.084 0.732
O: -0.286 -1.184 -0.881
O: 0.113 1.135 0.825

---

4.
Entry from the Open Molecules 2025 dataset: a structure of composition C38H46OsP2Si in a non-equilibrium geometry (the ωB97M-V functional and the def2-TZVPD basis).

- spin multiplicity = 5
- orbital gap (spin up / spin down) (eV) = 7.077 / 5.157
- calculated total energy (eV) = -69055.0213
- net charge = +2
- LUMO energy (spin up / spin down) (eV) = -5.896 / -7.926
- highest occupied orbital energy (spin up / spin down) (eV) = -12.97 / -13.08

Element x y z (Å)
Os: 0.015 0.205 -0.285
C: -1.979 -0.027 0.441
C: -1.928 -0.532 -0.894
C: -2.509 0.242 -2.072
C: -1.616 1.382 -2.579
C: -0.363 1.638 -1.744
C: -0.401 2.223 -0.431
C: -1.710 2.541 0.246
C: -2.461 1.335 0.842
C: 1.998 0.168 -0.679
H: -2.004 -0.755 1.267
H: -1.872 -1.625 -1.029
H: -3.511 0.637 -1.828
H: -2.666 -0.453 -2.920
H: -1.267 1.118 -3.594
H: -2.223 2.298 -2.706
H: 0.525 1.833 -2.358
H: 0.456 2.819 -0.113
H: -2.402 3.076 -0.430
H: -1.489 3.237 1.073
H: -2.364 1.364 1.937
H: -3.532 1.471 0.629
H: 2.568 -0.470 0.012
H: 2.444 1.177 -0.702
H: 2.090 -0.275 -1.689
P: -0.040 -2.078 -9.051
P: 1.847 0.401 -9.368
C: -0.746 -0.490 -9.576
C: 0.128 0.509 -9.920
C: -0.726 -3.303 -10.246
C: -1.871 -3.046 -11.019
C: -2.413 -4.057 -11.821
C: -1.761 -5.299 -11.944
C: -0.551 -5.505 -11.264
C: -0.032 -4.516 -10.426
C: -1.016 -2.267 -7.500
C: -0.653 -1.406 -6.444
C: -1.340 -1.469 -5.233
C: -2.377 -2.399 -5.066
C: -2.730 -3.255 -6.117
C: -2.054 -3.190 -7.337
C: 2.639 1.094 -10.910
C: 2.572 0.271 -12.051
C: 2.978 0.770 -13.289
C: 3.502 2.061 -13.396
C: 3.633 2.852 -12.250
C: 3.213 2.373 -11.001
C: 2.006 1.815 -8.212
C: 3.182 1.886 -7.435
C: 3.412 3.021 -6.650
C: 2.466 4.046 -6.607
C: 1.262 3.935 -7.320
C: 1.021 2.801 -8.105
H: -1.840 -0.397 -9.571
H: -0.137 1.340 -10.591
H: -2.335 -2.065 -10.990
H: -3.344 -3.886 -12.360
H: -2.184 -6.086 -12.575
H: -0.013 -6.450 -11.397
H: 0.913 -4.677 -9.904
H: 0.157 -0.688 -6.581
H: -1.055 -0.809 -4.414
H: -2.901 -2.462 -4.111
H: -3.532 -3.978 -5.984
H: -2.334 -3.844 -8.165
H: 2.176 -0.742 -11.963
H: 2.873 0.145 -14.173
H: 3.796 2.455 -14.369
H: 4.043 3.856 -12.319
H: 3.306 3.001 -10.117
H: 3.897 1.071 -7.465
H: 4.340 3.100 -6.081
H: 2.664 4.945 -6.018
H: 0.520 4.728 -7.271
H: 0.081 2.696 -8.640
C: -0.581 -1.034 3.280
Si: 0.653 -0.238 2.054
C: 1.101 1.400 2.906
C: 2.119 -1.412 2.344
H: -1.444 -0.386 3.491
H: -0.053 -1.195 4.240
H: -0.963 -2.003 2.932
H: 1.268 1.205 3.981
H: 2.011 1.825 2.474
H: 0.294 2.134 2.806
H: 2.183 -1.659 3.419
H: 2.019 -2.358 1.792
H: 3.083 -0.962 2.070

---

5.
Entry from the Open Molecules 2025 dataset: a structure of composition C19H23F6N4O8RuS2 (the ωB97M-V functional and the def2-TZVPD basis).

- spin multiplicity = 2
- orbital gap (spin up / spin down) (eV) = 7.250 / 7.455
- calculated total energy (eV) = -82971.4086
- net charge = 0
- energy above the lowest of the compared OMol25 structures with the same formula, charge and spin (kJ/mol) = 0.0
- LUMO energy (spin up / spin down) (eV) = -0.122 / -0.228
- highest occupied orbital energy (spin up / spin down) (eV) = -7.37 / -7.68

Element x y z (Å)
Ru: -0.387 -1.406 0.001
C: -0.682 0.478 3.652
O: -0.108 -0.624 2.982
C: -0.680 -1.865 3.337
C: -1.972 -2.159 2.597
O: -1.785 -2.534 1.220
C: -1.629 -3.950 1.039
H: -0.585 0.373 4.738
H: -1.744 0.611 3.407
H: -0.142 1.367 3.333
H: -0.890 -1.890 4.415
H: 0.063 -2.628 3.106
H: -2.617 -1.279 2.589
H: -2.513 -2.971 3.091
H: -2.478 -4.462 1.495
H: -0.685 -4.285 1.470
H: -1.615 -4.126 -0.033
F: -3.085 0.353 -4.739
C: -3.160 -0.236 -3.555
F: -3.557 0.653 -2.646
F: -4.051 -1.223 -3.609
S: -1.531 -0.958 -3.087
O: -1.787 -1.525 -1.762
O: -1.180 -1.875 -4.118
N: -0.701 0.376 -3.047
S: 0.686 0.625 -2.388
O: 0.913 2.030 -2.223
O: 0.980 -0.225 -1.242
C: 1.941 0.075 -3.621
F: 1.829 0.799 -4.729
F: 1.750 -1.206 -3.909
F: 3.154 0.239 -3.108
O: 2.481 5.032 0.869
C: 1.386 5.262 0.011
N: 0.460 4.158 -0.034
C: -0.639 4.107 0.761
O: -1.000 5.002 1.500
C: -1.428 2.833 0.655
C: -2.810 2.865 0.770
C: -3.517 1.681 0.640
C: -2.819 0.508 0.413
N: -1.485 0.468 0.344
C: -0.808 1.611 0.471
H: 3.054 4.366 0.475
H: 1.721 5.466 -1.008
H: 0.863 6.126 0.410
H: 0.603 3.434 -0.726
H: -3.304 3.810 0.952
H: -4.596 1.661 0.700
H: -3.329 -0.438 0.275
H: 0.271 1.526 0.438
N: 0.959 -2.360 0.594
C: 2.289 -2.261 0.183
C: 3.220 -1.588 0.975
C: 4.540 -1.488 0.563
C: 4.952 -2.069 -0.630
C: 4.030 -2.754 -1.413
C: 2.709 -2.851 -1.014
H: 2.886 -1.138 1.902
H: 5.253 -0.954 1.178
H: 5.984 -1.990 -0.945
H: 4.343 -3.208 -2.345
H: 1.977 -3.371 -1.620

---

6.
Entry from the Open Molecules 2025 dataset: a cluster of 2 separate species, C4H10O3S in total in a non-equilibrium geometry (the ωB97M-V functional and the def2-TZVPD basis).

- orbital gap (eV) = 9.609
- calculated total energy (eV) = -21287.9506
- net charge = 0
- energy above the lowest of the compared OMol25 structures with the same formula, charge and spin (kJ/mol) = 42.1
- LUMO energy (eV) = 0.487
- highest occupied orbital energy (eV) = -9.12

Element x y z (Å)
O: 0.047 -1.370 1.541
C: 0.469 -0.243 1.637
O: 0.722 0.342 2.821
C: 0.598 0.725 0.517
C: 0.075 0.160 -0.852
C: 1.093 0.315 -1.938
S: 0.774 -0.653 -3.401
H: 0.317 -0.172 3.539
H: 0.046 1.597 0.881
H: 1.585 1.106 0.209
H: -0.900 0.632 -1.121
H: -0.198 -0.882 -0.659
H: 1.133 1.394 -2.154
H: 2.097 0.051 -1.536
H: 0.682 -1.887 -2.844
H: -2.111 -0.126 1.192
H: -3.418 -0.886 1.284
O: -3.013 -0.104 0.885